No. 1
17
Properties=species:S:1:pos:R:3:forces:R:3 method="wB97M-V/def2-TZVPD" e_tot_ha=-384.074989 orbital_gap_ev=10.63 smiles=COC[C@@H](O)CO
C -2.762 -0.368 0.121 -0.225 -0.203 -0.032
O -1.500 -0.049 0.667 0.141 -0.430 0.127
C -0.406 -0.447 -0.121 0.310 -0.226 -0.343
C 0.735 0.515 0.075 -0.103 -0.071 -0.352
O 1.350 0.396 1.356 -0.154 -0.215 0.100
C 1.741 0.093 -1.000 -0.313 -0.785 -0.337
O 3.058 0.310 -0.603 0.262 0.036 0.228
H -3.536 0.115 0.726 0.283 -0.092 -0.018
H -2.916 -1.451 0.146 -0.141 -0.019 -0.082
H -2.876 -0.014 -0.918 0.201 -0.056 0.234
H 0.106 -1.467 -0.022 -1.414 0.613 0.862
H -0.697 -0.465 -1.177 0.023 0.298 -0.129
H 0.371 1.544 -0.019 0.250 -0.097 -0.067
H 0.963 -0.356 1.820 0.010 0.124 0.014
H 1.549 0.651 -1.928 0.071 -0.337 0.168
H 1.541 -1.029 -1.159 0.545 1.329 -0.236
H 3.025 0.193 0.362 0.256 0.127 -0.136



No. 2
141
Properties=species:S:1:pos:R:3:forces:R:3 method="wB97M-V/def2-TZVPD" e_tot_ha=-4683.345025 total_charge=-1 orbital_gap_ev=5.87
C 3.919 3.940 -4.810 0.051 0.021 -0.047
O 3.348 2.658 -4.796 -0.010 -0.043 -0.010
C 1.988 2.675 -5.208 0.045 0.007 0.067
C 1.508 1.255 -5.413 0.126 -0.036 -0.052
C 0.113 1.182 -6.044 0.090 0.164 0.014
C -1.014 1.839 -5.237 -0.015 -0.082 -0.076
P -1.587 0.894 -3.628 -0.038 0.176 0.047
C -2.175 -0.619 -4.698 0.128 -0.089 -0.291
C -1.267 -1.859 -4.623 -0.095 -0.090 0.011
C -2.022 -3.082 -4.127 0.345 -0.092 0.016
Cl -0.903 -4.280 -3.324 -0.008 -0.019 -0.016
C -0.997 2.388 -2.529 0.015 0.051 0.004
C -1.924 3.607 -2.611 0.106 0.030 0.145
C -2.874 3.741 -1.420 -0.512 -0.133 0.090
O -2.668 4.988 -0.697 0.542 0.055 -0.360
C -3.142 6.103 -1.280 -0.202 -0.118 0.239
C -2.279 7.300 -0.994 -0.191 0.106 0.191
O -4.146 6.136 -1.943 0.060 0.015 -0.204
C -2.214 -0.038 -1.993 -0.085 -0.202 -0.081
C -1.099 -0.823 -1.311 -0.141 -0.008 -0.052
C -1.235 -0.952 0.181 0.087 -0.015 0.193
F -2.522 -1.060 0.622 -0.054 -0.040 0.002
F -0.711 0.147 0.801 -0.014 0.077 -0.012
C -0.522 -2.213 0.732 -0.018 -0.007 0.110
F 0.734 -2.278 0.221 0.050 0.058 -0.019
F -1.192 -3.290 0.293 0.027 -0.081 -0.076
C -0.395 -2.349 2.297 -0.019 0.049 -0.114
F -0.793 -1.244 2.947 0.014 0.084 0.050
F -1.182 -3.359 2.717 -0.046 -0.058 -0.009
C 1.033 -2.706 2.805 0.081 0.111 -0.005
F 0.927 -2.878 4.145 -0.065 -0.014 0.073
F 1.401 -3.880 2.280 0.017 -0.064 -0.012
C 2.160 -1.638 2.543 0.020 -0.074 0.014
F 3.089 -2.164 1.730 0.005 0.012 -0.062
F 1.651 -0.535 1.976 0.012 0.002 0.052
C 2.916 -1.173 3.815 -0.053 0.034 0.075
F 3.505 -2.203 4.430 -0.044 0.110 -0.071
F 2.109 -0.550 4.670 0.093 -0.067 -0.084
F 3.872 -0.312 3.439 -0.070 -0.060 0.035
H 3.224 4.694 -4.421 0.040 -0.008 0.076
H 4.205 4.236 -5.829 -0.064 0.020 -0.003
H 4.817 3.922 -4.193 -0.018 -0.032 0.015
H 1.401 3.182 -4.433 -0.054 0.057 -0.085
H 1.887 3.251 -6.141 0.000 -0.024 -0.009
H 1.541 0.724 -4.461 -0.053 0.039 0.004
H 2.233 0.765 -6.072 -0.040 -0.016 -0.004
H -0.124 0.134 -6.250 -0.001 -0.003 0.068
H 0.189 1.670 -7.027 -0.055 -0.070 -0.021
H -1.905 1.901 -5.872 0.013 -0.006 0.005
H -0.725 2.876 -5.030 -0.092 -0.010 0.093
H -0.258 0.300 -3.461 -0.029 -0.077 0.019
H -2.941 1.476 -3.758 0.020 -0.002 0.060
H -3.190 -0.880 -4.385 0.008 0.081 0.054
H -2.260 -0.299 -5.740 -0.038 0.035 0.029
H -0.842 -2.092 -5.603 0.055 -0.014 0.044
H -0.408 -1.682 -3.968 -0.080 0.122 0.053
H -2.753 -2.828 -3.363 -0.019 -0.010 -0.030
H -2.487 -3.647 -4.926 -0.156 0.155 0.107
H -0.891 2.079 -1.483 0.030 -0.006 -0.022
H 0.007 2.663 -2.861 -0.016 -0.077 -0.083
H -1.335 4.530 -2.667 -0.051 0.015 0.006
H -2.526 3.557 -3.523 0.070 0.016 -0.032
H -2.699 2.968 -0.674 0.080 0.048 0.017
H -3.920 3.690 -1.720 0.013 0.028 -0.008
H -1.641 7.137 -0.130 0.042 -0.026 -0.035
H -1.661 7.474 -1.877 0.041 -0.011 0.037
H -2.911 8.173 -0.838 0.033 0.011 -0.066
H -3.022 -0.722 -2.265 -0.019 0.023 0.052
H -2.654 0.697 -1.312 0.104 0.086 -0.047
H -1.024 -1.827 -1.733 0.045 0.038 -0.044
H -0.132 -0.334 -1.473 0.009 -0.068 -0.020
O -4.465 -4.540 -5.527 -0.141 -0.177 -0.201
C -5.505 -4.601 -4.935 0.107 0.092 0.233
O -5.933 -3.493 -4.292 -0.054 0.019 -0.123
C -7.205 -3.403 -3.646 -0.021 0.001 0.060
C -7.161 -3.936 -2.230 0.057 -0.024 -0.002
C -6.293 -5.885 -4.820 -0.071 0.036 -0.109
H -7.977 -3.892 -4.244 0.010 -0.010 -0.005
H -7.427 -2.337 -3.644 0.014 -0.001 0.007
H -6.929 -5.001 -2.208 -0.026 -0.003 -0.008
H -8.125 -3.785 -1.742 -0.001 0.009 0.001
H -6.395 -3.411 -1.659 -0.008 0.006 0.004
H -5.900 -6.444 -3.970 -0.004 0.002 0.010
H -6.116 -6.464 -5.722 0.051 -0.015 0.022
H -7.362 -5.750 -4.684 0.004 0.000 0.037
O 10.798 -1.423 3.981 0.008 -0.015 -0.004
C 9.601 -1.450 3.904 -0.024 -0.005 0.097
O 8.912 -0.334 4.228 0.032 0.038 -0.118
C 7.497 -0.217 4.043 -0.128 0.026 0.029
C 6.723 -0.763 5.224 0.126 -0.061 0.075
C 8.852 -2.706 3.523 0.005 0.044 -0.120
H 7.192 -0.675 3.102 -0.006 -0.025 0.012
H 7.321 0.854 3.945 0.051 0.007 0.011
H 6.886 -1.834 5.349 -0.034 -0.007 -0.032
H 5.657 -0.592 5.088 0.007 0.017 0.002
H 7.044 -0.265 6.139 -0.007 0.012 -0.007
H 8.692 -3.292 4.429 -0.011 0.002 0.005
H 9.486 -3.279 2.853 0.031 -0.016 0.045
H 7.891 -2.537 3.047 -0.019 -0.002 0.032
O 6.601 2.149 -2.055 0.033 -0.037 0.012
C 6.541 2.472 -0.904 0.064 0.014 0.024
O 7.122 3.642 -0.537 -0.067 0.029 -0.022
C 6.964 4.215 0.763 0.002 0.029 0.047
C 7.962 3.666 1.761 0.050 -0.084 -0.057
C 5.905 1.598 0.153 -0.180 0.086 -0.003
H 5.936 4.108 1.111 -0.001 -0.022 -0.016
H 7.136 5.279 0.605 0.003 -0.002 0.008
H 7.814 2.599 1.931 -0.026 0.008 0.018
H 7.868 4.182 2.717 -0.011 0.015 -0.006
H 8.976 3.805 1.387 0.004 0.016 0.021
H 6.656 0.890 0.504 0.004 -0.004 0.001
H 5.093 1.044 -0.311 0.070 -0.046 -0.060
H 5.509 2.142 1.007 0.051 -0.009 0.029
O -1.931 -9.353 5.235 0.007 -0.014 0.011
C -1.511 -8.326 5.692 0.019 0.051 -0.075
O -2.326 -7.250 5.718 -0.025 -0.045 0.069
C -1.987 -6.040 6.407 0.025 0.078 0.038
C -1.127 -5.111 5.578 0.023 -0.097 -0.069
C -0.084 -8.192 6.173 -0.035 -0.036 0.109
H -1.526 -6.270 7.370 -0.001 -0.016 -0.003
H -2.950 -5.578 6.619 -0.002 -0.002 -0.023
H -0.157 -5.555 5.352 0.013 0.026 0.025
H -0.957 -4.178 6.116 -0.013 0.009 -0.003
H -1.616 -4.880 4.633 -0.026 0.011 0.016
H 0.537 -7.930 5.316 0.000 0.013 -0.001
H 0.233 -9.162 6.543 0.006 -0.017 -0.055
H 0.065 -7.445 6.948 0.006 0.028 -0.025
O -2.688 6.231 3.767 0.017 -0.013 -0.002
C -3.731 5.828 3.332 -0.061 -0.036 0.070
O -4.874 6.353 3.844 0.020 0.050 -0.082
C -6.162 6.076 3.285 -0.042 -0.019 0.010
C -6.760 4.794 3.826 0.054 -0.017 0.032
C -3.817 4.733 2.299 0.033 0.092 -0.064
H -6.117 6.074 2.196 0.013 -0.001 -0.002
H -6.770 6.931 3.579 0.004 -0.005 0.011
H -6.163 3.926 3.548 -0.016 0.001 -0.024
H -7.768 4.655 3.431 -0.005 0.007 0.001
H -6.815 4.836 4.914 -0.012 0.002 -0.003
H -3.801 3.774 2.819 -0.012 -0.003 0.006
H -2.943 4.793 1.658 0.029 -0.029 0.073
H -4.703 4.775 1.672 -0.014 -0.046 0.010



No. 3
16
Properties=species:S:1:pos:R:3:forces:R:3 method="wB97M-V/def2-TZVPD" e_tot_ha=-159.527173 orbital_gap_ev=12.39 smiles=CC.CC
C -0.486 -1.445 2.253 -1.385 -1.926 0.382
C 0.757 -0.701 1.889 1.424 -0.894 0.754
H -0.985 -1.255 3.313 1.782 -0.597 -1.855
H -1.288 -1.070 1.610 -0.076 -0.799 -0.362
H -0.173 -2.528 2.036 -1.589 1.088 0.761
H 1.222 -1.021 0.811 -0.869 0.750 3.152
H 1.349 -0.762 2.869 0.457 -0.061 -2.065
H 0.383 0.268 1.899 0.292 2.387 -0.694
C -0.275 0.625 -1.510 -0.415 -0.336 1.591
C 0.110 1.484 -2.726 -0.730 2.191 3.001
H -0.727 -0.292 -1.890 -0.151 -0.092 0.223
H 0.489 0.265 -0.702 -0.762 1.084 -1.993
H -1.047 1.160 -0.888 0.534 -0.569 -0.695
H 0.383 2.520 -2.370 -0.443 -0.811 -0.363
H -0.686 1.591 -3.440 -0.351 -0.179 -0.244
H 0.975 1.160 -3.153 2.281 -1.237 -1.594



No. 4
22
Properties=species:S:1:pos:R:3:forces:R:3 method="wB97M-V/def2-TZVPD" e_tot_ha=-292.264577 orbital_gap_ev=9.03 smiles=CCN(C)C(C)C
C 1.765 -1.838 -0.182 1.286 -1.734 0.749
C 0.826 -1.033 0.589 -2.037 0.879 0.176
N 0.246 -0.037 -0.300 0.782 -0.652 0.747
C -0.076 -0.560 -1.604 -1.033 0.061 -0.924
C -0.633 0.775 0.544 -2.279 -0.788 0.246
C -2.171 1.050 -0.122 3.499 0.017 -0.321
C 0.212 1.910 1.140 -0.812 2.835 -2.881
H 2.466 -2.190 0.566 0.242 -0.949 -0.129
H 2.383 -1.332 -0.907 -0.199 0.459 -0.236
H 1.186 -2.642 -0.635 0.648 -0.334 -0.165
H 1.309 -0.437 1.367 -0.011 -0.539 0.278
H -0.030 -1.721 1.083 1.701 1.234 -0.804
H -0.818 -1.335 -1.566 -1.852 -0.140 0.290
H 0.607 -1.290 -2.139 0.592 2.097 0.687
H -0.420 0.300 -2.225 0.376 -1.061 0.036
H -0.887 0.143 1.452 -0.009 0.442 -0.887
H -1.915 1.581 -1.129 -1.141 -1.451 1.449
H -2.639 1.803 0.497 -0.340 -0.048 0.228
H -2.730 0.041 -0.088 0.904 1.897 -0.619
H 1.034 1.613 1.755 0.157 -0.482 0.589
H -0.433 2.674 1.625 0.416 -0.619 0.220
H 0.719 2.522 0.280 -0.890 -1.125 1.272



No. 5
20
Properties=species:S:1:pos:R:3:forces:R:3 method="wB97M-V/def2-TZVPD" e_tot_ha=-609.592783 orbital_gap_ev="7.67 / 8.85" multiplicity=3 s2=2.021
C 0.561 1.605 0.427 -3.952 -3.579 0.220
C 1.042 0.973 1.423 0.742 1.014 0.304
C -0.987 1.024 -0.073 4.058 1.408 1.378
C -1.945 1.685 0.533 -1.015 2.194 -0.001
C -0.976 -0.085 -0.960 -0.310 -0.679 -1.685
C 1.398 0.347 2.658 -0.358 -0.119 -0.713
C 0.025 -2.161 -2.142 -2.309 0.007 -0.593
C 0.159 -1.109 -1.055 0.901 0.942 -2.803
F -1.652 0.097 -2.176 0.547 -0.343 1.672
F 0.435 -1.622 0.107 0.039 -0.965 2.517
F 1.334 -0.415 -1.405 -0.067 0.371 -0.103
H 0.943 2.252 -0.251 1.454 2.087 -1.850
H -2.956 1.342 0.385 -0.491 0.274 0.188
H -1.738 2.737 0.989 -0.469 -2.359 -0.462
H 1.340 -0.712 2.525 -1.012 -1.033 0.358
H 0.809 0.803 3.436 -0.274 -0.407 0.597
H 2.422 0.382 2.909 1.584 0.886 0.361
H -0.619 -3.012 -1.755 0.586 1.058 -0.672
H 0.909 -2.569 -2.647 0.194 0.410 0.934
H -0.504 -1.563 -2.930 0.153 -1.166 0.352



No. 6
39
Properties=species:S:1:pos:R:3:forces:R:3 method="wB97M-V/def2-TZVPD" e_tot_ha=-1009.878281 orbital_gap_ev=8.82 smiles="C/C(=N/NC(=O)CNC(=O)Cc1ccccc1)c1ccco1"
C -3.600 1.513 3.488 -0.007 -0.003 0.045
C -2.525 1.401 2.447 -0.061 0.070 0.144
N -1.335 1.541 2.882 -0.027 0.085 0.732
N -0.229 1.517 2.115 -0.675 -0.137 -1.000
C 0.992 1.659 2.700 0.530 0.081 -0.091
O 1.191 1.792 3.882 0.089 0.016 0.084
C 2.134 1.594 1.668 -0.237 0.148 0.101
N 2.349 0.235 1.211 0.214 0.081 0.266
C 1.601 -0.305 0.228 0.359 -0.302 0.294
O 0.744 0.338 -0.351 -0.225 0.103 -0.277
C 1.915 -1.755 -0.106 -0.163 0.160 -0.185
C 2.089 -1.898 -1.595 0.044 -0.086 0.029
C 3.357 -1.971 -2.154 -0.050 -0.028 0.066
C 3.512 -2.066 -3.526 0.080 0.014 -0.094
C 2.401 -2.078 -4.352 0.059 0.006 -0.079
C 1.134 -1.995 -3.799 -0.074 -0.009 -0.020
C 0.978 -1.908 -2.428 0.014 -0.038 -0.008
C -2.995 1.161 1.090 0.885 -0.250 -0.817
C -2.404 0.804 -0.104 -0.184 0.212 0.734
C -3.446 0.705 -1.052 -0.608 0.127 0.147
C -4.593 1.005 -0.383 0.317 -0.240 -0.794
O -4.338 1.275 0.899 -0.107 0.140 0.462
H -3.138 1.673 4.456 0.025 0.006 0.022
H -4.200 0.605 3.510 -0.116 -0.034 0.032
H -4.261 2.345 3.254 -0.111 0.028 0.036
H -0.274 1.390 1.103 0.128 0.036 0.290
H 1.888 2.208 0.798 0.103 -0.036 0.084
H 3.048 1.960 2.137 -0.168 -0.010 -0.006
H 2.960 -0.346 1.762 -0.055 -0.053 -0.151
H 2.808 -2.086 0.424 -0.051 -0.043 0.009
H 1.062 -2.353 0.225 0.061 0.019 0.071
H 4.228 -1.958 -1.515 0.076 -0.006 0.072
H 4.504 -2.128 -3.951 0.072 -0.008 -0.035
H 2.523 -2.150 -5.422 0.009 -0.010 -0.081
H 0.264 -2.001 -4.439 -0.070 -0.005 -0.048
H -0.010 -1.838 -1.998 -0.099 0.005 0.049
H -1.373 0.607 -0.314 0.235 -0.028 0.075
H -3.346 0.448 -2.086 -0.054 -0.045 -0.221
H -5.616 1.058 -0.702 -0.157 0.032 0.064



No. 7
12
Properties=species:S:1:pos:R:3:forces:R:3 method="wB97M-V/def2-TZVPD" e_tot_ha=-418.891828 orbital_gap_ev=9.53
H 1.318 -2.760 -0.725 2.192 -1.352 -0.395
N 0.592 -2.218 -0.385 0.374 8.318 1.218
C 1.075 -0.896 -0.211 1.757 -7.795 -0.728
F 2.475 -0.669 -0.146 -3.013 0.200 -0.334
N 0.281 0.162 -0.008 0.295 0.060 -0.235
C -1.045 -0.112 -0.065 -2.782 1.521 0.417
C -1.735 1.081 0.213 4.290 -2.286 -0.553
N -0.722 2.051 0.450 -0.604 0.215 -0.490
C 0.459 1.521 0.243 -1.379 -0.529 1.634
H -1.312 -1.145 -0.258 -0.299 0.483 -0.043
H -2.792 1.119 0.234 -0.588 0.904 0.219
H 1.405 1.865 0.657 -0.243 0.262 -0.710



No. 8
32
Properties=species:S:1:pos:R:3:forces:R:3 method="wB97M-V/def2-TZVPD" e_tot_ha=-3630.994686 total_charge=+4 orbital_gap_ev="5.92 / 5.87" multiplicity=4 s2=3.774
V 0.125 0.535 -4.588 -3.255 0.804 4.530
Ti 0.621 0.646 -1.602 -2.500 -1.966 -2.202
Cl -0.405 -1.172 -2.901 1.275 1.248 1.133
Cl -0.628 2.250 -2.661 0.989 -1.053 0.619
C 1.884 2.118 -0.791 3.688 8.783 3.034
C 0.697 -0.949 -5.546 2.934 -9.369 -5.922
C 0.737 1.743 -5.876 3.258 6.436 -8.183
O 2.247 3.182 -0.433 -2.145 -7.137 -2.287
O 0.982 -1.951 -6.083 -1.527 5.683 3.008
O 1.100 2.411 -6.760 -1.856 -3.417 4.710
C 1.853 -1.801 1.888 0.550 0.298 0.170
C 0.406 -1.618 1.463 1.608 -1.448 -0.870
P 0.008 -0.104 0.510 -2.095 -1.117 3.472
C -1.796 -0.405 0.194 -0.221 0.211 -1.525
C -2.667 -0.706 1.413 0.040 -0.005 1.012
C 0.376 1.216 1.695 0.727 1.328 -0.838
C -0.142 1.047 3.103 -0.465 -0.589 0.789
H 2.553 -1.896 1.055 -0.169 -0.147 -0.061
H 1.957 -2.710 2.492 -0.183 0.045 -0.099
H 2.222 -0.985 2.514 -0.119 0.001 0.081
H 0.086 -2.465 0.849 -0.133 0.001 0.025
H -0.250 -1.564 2.338 -0.293 0.502 -0.165
H -2.181 0.433 -0.402 -0.300 -0.109 0.137
H -1.791 -1.301 -0.451 0.017 0.302 0.096
H -2.745 0.098 2.146 0.011 0.020 -0.264
H -3.680 -0.911 1.058 0.025 0.100 -0.285
H -2.343 -1.608 1.934 0.008 0.060 -0.111
H 1.470 1.242 1.721 0.171 -0.003 0.070
H 0.057 2.162 1.264 -0.175 0.345 0.062
H 0.263 0.151 3.563 0.029 -0.039 0.120
H 0.209 1.890 3.699 0.114 0.158 -0.143
H -1.224 1.024 3.193 -0.008 0.076 -0.112